ORCA calculation (ωB97M-V/def2-TZVPD) on 8 unconnected molecules or ions with the total composition C36H46ClF4O25P in a non-equilibrium geometry.

```
113
Properties=species:S:1:pos:R:3:forces:R:3
O -1.743 5.026 1.373 0.4 0.1 -0.2
P -0.285 4.723 1.441 -2.5 -0.4 0.7
C 0.010 3.118 0.530 0.2 0.2 -0.1
C 1.164 2.459 0.517 0.3 -0.4 0.5
C 2.396 2.992 1.279 -0.2 0.8 -1.7
O 2.137 3.146 2.680 0.6 -0.9 -0.7
C 2.319 2.013 3.405 -1.5 1.3 0.6
F 2.420 0.910 2.680 0.7 -0.3 -0.2
F 1.220 1.846 4.169 0.1 -0.1 0.3
F 3.345 2.187 4.223 0.5 -0.7 0.0
C 1.221 1.144 -0.260 -1.9 0.5 1.3
O 2.171 0.813 -0.871 1.8 -0.7 -0.8
C -0.067 0.314 -0.197 1.0 -0.9 0.1
Cl -0.022 -1.428 -0.119 0.3 1.2 -0.2
C -1.208 0.966 -0.189 0.3 1.0 0.3
F -2.376 0.367 -0.105 -0.4 0.2 -0.3
C -1.130 2.495 -0.291 1.3 -1.2 2.0
O -1.849 3.118 -0.969 -1.7 1.3 -1.5
H 0.532 5.747 0.953 0.2 -0.5 0.6
H 0.032 4.449 2.802 0.5 -0.1 -0.6
H 3.311 2.431 1.040 -0.4 0.0 0.3
H 2.560 4.012 0.884 0.0 -0.3 0.4
C 0.234 4.618 -5.060 0.3 -0.4 0.1
C 0.029 5.487 -3.846 -0.2 -0.3 -0.8
C 0.753 6.804 -3.894 -0.2 0.4 -0.2
O 0.938 7.089 -2.499 0.1 -0.3 0.3
C 0.977 5.901 -1.860 0.0 0.0 -0.1
O 1.302 5.758 -0.714 0.5 0.1 -0.9
O 0.606 4.889 -2.671 0.2 0.4 0.4
H -0.165 3.617 -4.886 -0.1 0.1 0.0
H -0.261 5.047 -5.927 0.0 0.0 0.1
H 1.297 4.495 -5.285 0.0 0.1 0.1
H -1.039 5.625 -3.661 0.1 0.1 0.1
H 0.173 7.587 -4.378 0.0 0.1 0.2
H 1.737 6.741 -4.366 0.0 -0.1 0.0
C 2.386 -1.245 5.176 0.4 -0.2 0.1
C 1.366 -1.761 6.159 0.4 0.3 -0.6
C 0.685 -0.690 6.969 -0.4 0.2 -0.1
O 0.325 -1.401 8.160 0.2 -0.2 0.0
C 1.223 -2.411 8.305 0.1 -0.1 0.2
O 1.330 -3.085 9.279 -0.1 0.1 -0.1
O 1.985 -2.549 7.187 -0.4 0.0 0.3
H 2.964 -2.069 4.756 -0.1 0.0 -0.1
H 1.903 -0.705 4.365 -0.1 -0.1 0.0
H 3.101 -0.578 5.664 -0.1 0.0 0.1
H 0.638 -2.398 5.644 -0.1 0.0 0.1
H -0.198 -0.285 6.479 -0.1 -0.1 0.2
H 1.350 0.132 7.245 0.1 -0.1 -0.1
C 0.992 8.436 -9.424 0.0 0.3 0.3
C 0.327 7.249 -8.770 0.5 0.5 -0.5
C -0.859 6.707 -9.522 0.0 -0.3 -0.3
O -1.632 6.115 -8.472 0.1 0.2 0.2
C -1.339 6.792 -7.334 -0.3 0.2 0.1
O -1.939 6.683 -6.311 0.1 0.0 -0.1
O -0.271 7.614 -7.516 -0.3 -0.4 0.1
H 1.721 8.885 -8.748 0.1 -0.1 -0.1
H 1.500 8.140 -10.342 0.0 -0.1 0.0
H 0.263 9.213 -9.661 0.0 -0.1 0.0
H 1.067 6.467 -8.572 -0.1 -0.1 0.0
H -0.584 5.963 -10.267 -0.1 -0.1 0.1
H -1.462 7.485 -9.997 0.1 0.1 0.0
C -2.362 -6.841 -1.696 0.2 0.0 -0.4
C -1.394 -6.145 -0.770 -0.6 -0.5 -0.3
C -1.903 -4.849 -0.202 -0.4 0.1 0.3
O -0.687 -4.133 0.048 0.3 -0.4 -0.2
C 0.231 -4.598 -0.840 0.1 -0.1 -0.1
O 1.290 -4.087 -1.034 -0.3 -0.1 0.0
O -0.221 -5.706 -1.477 0.2 0.4 0.4
H -1.869 -7.670 -2.207 0.0 -0.1 0.1
H -3.218 -7.228 -1.143 0.0 0.0 0.0
H -2.722 -6.161 -2.469 0.0 0.1 0.1
H -1.071 -6.831 0.020 0.0 0.1 0.0
H -2.468 -4.986 0.719 0.2 0.1 0.1
H -2.505 -4.269 -0.906 0.0 -0.2 -0.1
C -6.242 0.620 -0.855 0.4 0.0 0.0
C -6.590 -0.777 -1.313 0.0 0.8 0.2
C -7.441 -1.556 -0.346 -0.4 -0.1 0.0
O -7.083 -2.908 -0.654 0.3 0.1 -0.1
C -5.816 -2.878 -1.145 0.2 -0.1 0.0
O -5.140 -3.840 -1.329 0.0 0.0 0.1
O -5.420 -1.603 -1.394 -0.2 -0.5 0.0
H -5.487 1.058 -1.509 -0.1 0.0 -0.1
H -7.124 1.261 -0.858 0.0 -0.1 0.0
H -5.819 0.608 0.151 -0.1 -0.1 0.0
H -7.044 -0.743 -2.308 0.0 -0.1 0.0
H -8.507 -1.394 -0.494 0.0 -0.2 0.0
H -7.192 -1.364 0.701 0.1 0.1 -0.1
C 3.991 -3.396 -1.535 0.3 0.0 -0.4
C 5.439 -3.088 -1.246 -0.9 -0.2 -0.1
C 5.683 -1.704 -0.709 0.1 0.1 0.3
O 7.029 -1.451 -1.128 0.0 -0.1 -0.2
C 7.239 -2.191 -2.252 0.1 -0.1 -0.2
O 8.185 -2.079 -2.963 -0.1 0.0 0.1
O 6.221 -3.069 -2.452 0.4 0.3 0.2
H 3.902 -4.334 -2.082 0.0 -0.1 0.2
H 3.417 -3.472 -0.616 0.1 0.0 0.0
H 3.542 -2.623 -2.162 0.0 0.1 0.1
H 5.862 -3.854 -0.587 0.1 0.1 0.0
H 5.599 -1.650 0.375 0.2 0.0 0.0
H 5.034 -0.947 -1.157 -0.1 -0.1 0.0
C 0.260 -6.129 8.794 0.1 -0.4 0.1
C -0.117 -6.062 7.336 0.2 0.1 0.8
C -1.595 -5.920 7.083 -0.2 0.3 -0.1
O -1.735 -6.508 5.786 0.2 -0.2 0.0
C -0.732 -7.420 5.653 0.1 -0.2 -0.1
O -0.661 -8.218 4.776 0.0 0.1 0.0
O 0.171 -7.297 6.663 -0.4 0.1 -0.4
H 1.309 -6.407 8.904 0.0 0.2 0.0
H 0.100 -5.168 9.281 0.1 0.0 -0.1
H -0.323 -6.890 9.318 -0.1 0.0 -0.1
H 0.453 -5.270 6.838 -0.1 0.0 -0.1
H -1.924 -4.882 7.074 -0.1 -0.1 -0.2
H -2.210 -6.485 7.787 0.1 0.0 0.1
```
Forces are in eV/Å.

Properties
SMILES: O=[PH2]C1=C(COC(F)(F)F)C(=O)C(Cl)=C(F)C1=O.C[C@@H]1COC(=O)O1.C[C@@H]1COC(=O)O1.C[C@@H]1COC(=O)O1.C[C@@H]1COC(=O)O1.C[C@@H]1COC(=O)O1.C[C@@H]1COC(=O)O1.C[C@@H]1COC(=O)O1
calculated total energy: -4481.47370 hartree
HOMO-LUMO gap: 8.7 eV
net charge: 0